1.
DFT (ωB97M-V/def2-TZVPD) results for a 3-piece molecular cluster, CH2N2O2S overall in a non-equilibrium geometry.

**LUMO**: 0.266 eV
**Calculated total energy**: -697.516999 a.u.
**Frontier orbital gap**: 9.94 eV
**SMILES string**: O=C=O.N#N.S
**Max |F|**: 0.10555 hartree/bohr
**Net charge**: 0

XYZ file:
```
8
Properties=species:S:1:pos:R:3:forces:R:3:lowdin_charge:R:1
O 1.2999 1.6370 0.7410 0.1 0.4 0.3 0.1617
C 2.1689 1.3475 0.0332 -0.4 1.9 -0.4 -0.5378
O 3.0006 1.1621 -0.7469 0.6 0.0 -0.1 0.1885
N 2.4043 -1.6377 -0.0302 -2.0 2.5 1.1 0.1789
N 1.7665 -0.7815 0.2858 2.4 -4.8 -0.8 0.0162
S -1.3736 -0.2649 -0.6102 2.2 0.7 0.4 0.4410
H -1.0807 1.0686 -0.6968 -0.5 -0.6 0.0 -0.2105
H 0.0013 -0.4374 -0.2490 -2.4 0.0 -0.5 -0.2381
```
Positions in Å, forces in eV/Å.

2.
DFT (ωB97M-V/def2-TZVPD) results for one molecule with the formula CH2N2O2S2 in a non-equilibrium geometry.

**LUMO**: -0.440 eV
**Calculated total energy**: -1095.578706 a.u.
**Frontier orbital gap**: 9.69 eV
**SMILES string**: N#CO[S@@](N)(=O)=S
**Max |F|**: 0.12986 hartree/bohr
**Net charge**: 0

XYZ file:
```
9
Properties=species:S:1:pos:R:3:forces:R:3:lowdin_charge:R:1
N -1.2902 1.9944 -0.7175 -0.1 1.0 -0.4 0.1929
C -1.2567 1.2229 0.1269 0.0 -0.9 -0.1 -0.4540
O -1.1491 0.2228 0.9373 0.4 -0.3 0.8 -0.1737
S -0.0503 -0.9853 0.3988 1.3 1.9 -6.3 0.3695
N 1.2846 -0.0032 -0.1229 -0.7 0.7 2.3 -0.1260
O 0.2902 -1.7731 1.4890 0.0 -0.6 2.3 -0.2895
S -0.6742 -1.7112 -1.3054 0.0 0.3 1.7 0.3430
H 1.3882 0.9497 0.3036 -0.3 -1.4 -0.1 0.0933
H 1.4577 0.0830 -1.1099 -0.7 -0.5 -0.3 0.0444
```
Positions in Å, forces in eV/Å.

3.
DFT (ωB97M-V/def2-TZVPD) results for a 2-piece molecular cluster, CH2N2O2Si overall in a non-equilibrium geometry.

**LUMO (alpha / beta)**: -1.443 / -1.443 eV
**Calculated total energy**: -588.629355 a.u.
**Frontier orbital gap (alpha / beta)**: 8.89 / 8.89 eV
**SMILES string**: N#C[SiH]=O.N=O
**Max |F|**: 0.08431 hartree/bohr
**Net charge**: 0

XYZ file:
```
8
Properties=species:S:1:pos:R:3:forces:R:3:lowdin_charge:R:1
N -1.1807 3.2023 0.0181 0.0 -0.3 0.5 0.0979
C -1.2855 2.1286 0.4341 0.8 1.1 -0.9 -0.2995
Si -1.4829 0.3280 0.3760 0.9 1.0 1.4 0.5425
O -2.9466 0.0665 0.3237 -1.8 -1.0 -0.4 -0.3131
H -0.2668 -0.3499 0.7458 0.4 -0.3 -0.1 -0.0182
N -1.8444 -1.9440 -0.7058 -3.3 -2.2 -1.7 -0.0154
O -2.7285 -2.8145 -0.7580 1.4 -1.0 2.4 -0.0477
H -2.2420 -1.5864 -1.5688 1.8 2.7 -1.1 0.0535
```
Positions in Å, forces in eV/Å.

4.
DFT (ωB97M-V/def2-TZVPD) results for a 2-piece molecular cluster, CH2N2O3 overall in a non-equilibrium geometry.

**LUMO (alpha / beta)**: -2.253 / -1.198 eV
**Calculated total energy**: -374.266257 a.u.
**Frontier orbital gap (alpha / beta)**: 7.37 / 8.34 eV
**Max |F|**: 0.08123 hartree/bohr
**Net charge**: 0

XYZ file:
```
8
Properties=species:S:1:pos:R:3:forces:R:3:lowdin_charge:R:1
C 0.8017 -0.2519 0.1550 -4.2 -0.4 0.2 -0.0374
N 1.2504 0.8912 0.6012 0.5 2.2 0.0 -0.0795
N 0.7116 -0.6547 -1.8656 1.2 0.3 -0.4 -0.2972
O 2.0930 1.6882 0.2318 -0.6 -1.2 0.3 0.0616
O 1.8702 -0.9074 -2.1663 -1.9 0.2 -0.3 0.0447
O -0.2937 -0.5929 -2.5116 0.9 -0.1 0.3 0.0946
H -0.3086 -0.5074 0.4635 2.6 0.5 -0.4 0.1492
H 1.4797 -1.0134 -0.0009 1.5 -1.5 0.3 0.0640
```
Positions in Å, forces in eV/Å.